Entry 1:
An isolated molecule of C3H8N2O2S in a non-equilibrium geometry, computed with wB97M-V/def2-TZVPD.

Structure (XYZ):
```
16
Properties=species:S:1:pos:R:3:forces:R:3
C -0.8664 0.9485 -0.4131 2.23 -1.02 -2.18
C 0.4029 1.4415 0.2712 -0.21 -0.72 1.80
C -0.1002 -1.3021 -0.4412 3.62 -3.57 4.36
N -1.0536 -0.4392 -0.0394 -1.70 -0.07 3.01
N 1.3234 -0.8741 0.3930 -1.41 -0.75 -0.67
O 2.9864 0.9129 0.3574 1.16 0.83 -0.01
O 2.2564 -1.8428 0.0021 -0.56 -1.78 -2.07
S 1.8262 0.5348 -0.4350 -0.42 0.29 1.05
H -1.7601 1.3809 -0.1549 -1.81 1.83 0.62
H -0.7469 1.0028 -1.5540 -0.30 -0.06 1.50
H 0.6923 2.4798 0.2702 -0.24 0.50 -0.46
H 0.3237 1.1421 1.3901 0.46 0.46 -1.75
H -0.1417 -2.4288 -0.1159 -0.54 2.24 -0.18
H 0.2450 -1.3752 -1.3901 0.33 0.54 -3.40
H -1.0326 -0.4990 1.0607 -0.52 0.18 -2.79
H 3.0868 -1.9553 0.4613 -0.09 1.10 1.16
```
Positions in Å, forces in eV/Å.

## Properties
Kohn-Sham gap in eV: 9.88

***

Entry 2:
C38H49FeNO5PS3Sb2Se2 as an isolated structure in a non-equilibrium geometry, computed with wB97M-V/def2-TZVPD.

Structure (XYZ):
```
102
Properties=species:S:1:pos:R:3:forces:R:3
Fe -0.0043 -0.0742 0.2609 0.39 0.70 0.33
O -0.5665 -3.0729 -2.6124 0.07 -0.20 0.12
S -0.0857 -2.4898 -1.3826 0.11 -0.55 -0.19
O 0.9717 -1.4820 -1.5271 -0.32 -0.67 -0.15
O -1.1679 -1.9603 -0.5272 0.42 -0.32 -0.19
C 0.6181 -3.7775 -0.3793 0.10 0.07 0.21
C 0.2468 -5.0944 -0.6096 0.02 0.11 -0.10
C 0.7233 -6.0950 0.2238 -0.01 0.01 0.05
C 1.5574 -5.7608 1.2812 -0.02 -0.05 0.01
C 1.9172 -4.4388 1.5120 -0.01 0.04 -0.02
C 1.4610 -3.4143 0.6851 -0.16 -0.05 -0.28
P 1.9285 -1.6276 0.9133 0.73 -0.74 0.39
C 3.4491 -1.5725 -0.1223 0.04 0.14 0.02
C 4.3184 -0.5009 0.0728 -0.09 0.04 -0.06
C 5.4840 -0.3771 -0.6662 -0.01 -0.04 0.02
C 5.7950 -1.3262 -1.6305 -0.03 0.05 0.02
C 4.9286 -2.3866 -1.8465 0.02 -0.05 0.01
C 3.7667 -2.5113 -1.0968 -0.02 -0.01 0.06
C 2.6843 -1.7469 2.5954 -0.18 0.13 0.05
C 1.7934 -1.6884 3.6702 0.02 0.05 0.00
C 2.2538 -1.7030 4.9787 -0.01 -0.04 -0.01
C 3.6148 -1.7797 5.2381 0.02 -0.02 -0.03
C 4.5087 -1.8640 4.1807 -0.02 0.00 -0.06
C 4.0473 -1.8500 2.8693 0.00 -0.05 0.01
H -0.3964 -5.3106 -1.4543 0.02 -0.02 0.02
H 0.4426 -7.1266 0.0511 0.03 0.01 -0.01
H 1.9413 -6.5390 1.9298 -0.02 0.02 0.02
H 2.5624 -4.2014 2.3477 0.02 0.00 -0.02
H 4.0770 0.2450 0.8189 0.03 0.03 -0.02
H 6.1469 0.4605 -0.4866 -0.02 0.01 -0.02
H 6.7030 -1.2344 -2.2137 -0.01 0.00 -0.01
H 5.1583 -3.1299 -2.6001 -0.01 0.01 -0.01
H 3.1036 -3.3454 -1.2845 0.01 0.00 -0.02
H 0.7319 -1.6112 3.4768 -0.01 0.05 0.00
H 1.5450 -1.6309 5.7944 0.00 -0.01 -0.01
H 3.9809 -1.7721 6.2577 -0.02 0.00 0.00
H 5.5735 -1.9317 4.3680 -0.01 -0.01 0.01
H 4.7628 -1.9197 2.0614 -0.01 0.01 0.00
C -0.2757 -0.1559 -4.2065 -0.02 0.00 0.15
Sb -1.3800 0.2377 -2.3968 -0.35 0.69 -1.28
C -3.1142 -0.8456 -3.1169 0.02 0.11 0.14
C -1.9187 2.2340 -3.1376 -0.26 -0.17 0.34
C -3.3636 2.6062 -3.3007 0.05 0.10 -0.01
C -3.7904 3.0632 -4.5502 0.02 0.01 0.03
C -5.0603 3.5805 -4.7609 0.02 -0.02 0.03
C -5.9370 3.6682 -3.6921 0.01 -0.02 -0.03
C -5.5503 3.1632 -2.4595 0.02 0.02 0.01
C -4.2950 2.5897 -2.2422 -0.08 -0.06 -0.01
C -4.0587 1.9045 -0.9233 0.17 0.05 -0.05
Sb -2.2469 2.2412 0.2860 -0.54 0.36 0.37
C -3.3817 1.9796 2.1070 0.03 0.10 -0.11
C -2.5045 4.3933 0.2992 0.10 -0.06 -0.07
H -0.9206 0.0752 -5.0556 0.01 0.01 -0.01
H 0.0187 -1.2019 -4.2308 0.03 0.00 0.00
H 0.6082 0.4807 -4.2132 0.02 -0.01 0.00
H -3.7155 -0.1959 -3.7545 -0.01 -0.04 -0.02
H -3.7187 -1.2093 -2.2852 0.02 0.02 0.00
H -2.7369 -1.6978 -3.6802 -0.01 0.00 -0.02
H -1.4012 2.3455 -4.0903 0.05 0.01 0.05
H -1.4337 2.9062 -2.4208 0.02 0.01 -0.07
H -3.0856 3.0298 -5.3743 0.00 0.03 0.01
H -5.3510 3.9267 -5.7453 0.01 0.02 0.01
H -6.9203 4.1050 -3.8188 0.00 -0.02 0.01
H -6.2506 3.1997 -1.6314 0.01 -0.05 -0.01
H -4.0607 0.8201 -1.0827 -0.05 0.00 0.01
H -4.8920 2.1288 -0.2541 0.00 -0.05 0.01
H -4.0322 2.8438 2.2565 -0.02 -0.04 -0.02
H -2.6915 1.8791 2.9422 0.00 -0.01 0.01
H -3.9776 1.0710 2.0285 -0.02 0.00 0.03
H -3.5661 4.6162 0.1758 0.04 -0.01 0.03
H -1.9446 4.8491 -0.5179 -0.01 0.01 0.03
H -2.1490 4.7969 1.2478 0.03 -0.02 -0.03
O 1.5221 5.4735 0.9731 -0.04 -0.08 0.03
C 1.2075 4.1403 1.4108 0.06 -0.04 -0.03
C 2.4162 3.1972 1.3842 -0.04 0.03 0.17
C 3.6736 3.9502 1.8638 -0.03 0.11 -0.01
O 3.4791 4.7377 3.0319 -0.07 -0.15 0.04
C 2.7109 2.7487 -0.0444 -0.20 -0.33 -0.04
Se 1.4270 1.5715 -0.9830 0.26 0.56 -0.54
C 2.1817 2.0340 2.3570 -0.23 -0.14 -0.28
Se 0.3767 1.2605 2.4201 -0.17 0.10 0.42
H 1.6578 5.4414 0.0215 0.01 0.01 -0.01
H 0.4180 3.7081 0.7951 -0.04 0.00 -0.01
H 0.8247 4.2279 2.4275 0.00 0.09 0.01
H 4.0549 4.5793 1.0518 0.00 0.01 -0.02
H 4.4469 3.2198 2.1132 0.02 0.00 -0.01
H 2.7621 5.3497 2.8278 0.10 0.08 -0.07
H 3.6761 2.2384 -0.0813 0.07 0.10 0.03
H 2.7789 3.6238 -0.6945 0.14 0.03 0.02
H 2.3661 2.3782 3.3740 0.06 0.01 0.01
H 2.8689 1.2132 2.1418 0.13 0.08 0.04
S -1.5975 -1.0743 2.2065 -0.42 -0.06 0.70
C -2.6595 -2.1854 1.6076 -0.04 -0.06 -0.07
N -2.4319 -3.5152 1.5412 0.12 -0.01 -0.34
C -3.1899 -4.1861 0.4887 -0.08 -0.12 0.08
C -4.5636 -3.5398 0.5390 -0.04 0.13 0.11
S -4.1988 -1.7907 0.8866 0.02 0.06 0.03
H -1.4524 -3.7610 1.6291 -0.02 0.00 0.09
H -3.2396 -5.2566 0.6849 0.00 -0.02 0.00
H -2.7203 -4.0121 -0.4844 0.03 0.03 0.02
H -5.1641 -3.9344 1.3582 -0.02 -0.06 -0.04
H -5.1101 -3.6251 -0.3967 0.04 -0.02 -0.02
```
Positions in Å, forces in eV/Å.

## Properties
Net charge: -1
2S+1: 5
Kohn-Sham gap (spin up / spin down) in eV: 5.72 / 6.08

***

Computed energy above the lowest of the compared OMol25 structures with the same formula, charge and spin (kcal per mole) in order:
90.8 20.2
Computed E (Ha) in order:
-777.13459 -9991.42803